# 1
22
Properties=species:S:1:pos:R:3:forces:R:3 method="wB97M-V/def2-TZVPD" gap_ev=8.48 charge=+1 e_homo_ev=-13.0 energy_ev=-8966.9511
C -0.9797 1.9845 0.5761 -0.357 -0.053 2.130
C -0.5283 1.6038 -0.7776 1.337 3.416 -0.052
C -0.4097 0.3526 -1.1346 0.115 -0.634 1.473
C 0.1394 -0.1472 -2.4205 1.668 0.336 0.137
C -1.0270 -0.6668 -0.0671 0.022 -0.601 -0.904
C -0.5943 -1.0221 1.4670 -0.422 0.508 -4.415
N 0.6037 -1.2558 1.8278 -0.406 -0.365 3.119
C 1.7677 -1.2111 0.9743 -0.095 -2.043 -0.507
H -0.8188 1.0802 1.2935 -0.226 1.980 -0.811
H -2.1049 2.0877 0.4910 1.105 0.515 0.631
H -0.4214 2.9174 1.0307 -1.469 -1.815 -1.006
H -0.2253 2.5706 -1.3349 -0.424 -2.156 0.102
H -0.5435 -0.6974 -3.0201 -0.670 -0.984 -0.213
H 1.1025 -0.7299 -2.2478 -1.204 0.539 -0.376
H 0.3640 0.7147 -3.0600 0.280 -0.090 0.296
H -0.8755 -1.5433 -0.7590 -0.702 -0.195 1.537
H -2.1073 -0.3303 -0.0504 1.103 -1.044 0.359
H -1.4414 -1.2346 2.0866 -0.049 0.228 0.792
H 0.7564 -1.4858 2.8394 -0.249 0.050 -1.215
H 1.5397 -0.3494 0.3899 0.945 0.603 -0.945
H 2.7255 -1.2507 1.5376 -0.906 0.436 -0.392
H 1.6585 -2.1798 0.3853 0.604 1.367 0.259

# 2
113
Properties=species:S:1:pos:R:3:forces:R:3 method="wB97M-V/def2-TZVPD" gap_ev="7.69 / 7.75" charge=+2 e_homo_ev="-13.4 / -13.4" energy_ev=-161968.3574 multiplicity=2
Ce -0.2323 0.7810 0.6382 -0.345 1.536 0.531
F 0.0528 -3.1667 -2.8946 -0.164 0.555 0.515
Ge 0.1295 -1.8384 -1.6972 0.902 -1.384 -0.852
C 1.3265 -2.8194 -0.4078 -0.580 0.062 -0.132
C 1.0874 -4.2007 -0.4146 -0.397 -0.061 -0.499
C 1.8573 -5.0512 0.3468 -0.311 -1.149 0.699
C 2.8413 -4.5711 1.1956 0.281 0.604 -0.255
C 3.1420 -3.2210 1.1702 -0.026 0.359 0.048
C 2.3660 -2.3443 0.3927 -0.097 0.187 0.114
P 2.6618 -0.5550 0.5371 1.018 -0.788 0.201
C 3.2591 -0.4258 2.2446 1.012 0.455 1.600
C 2.3705 -0.7189 3.2834 -1.677 0.039 -0.474
C 2.5149 -0.1480 4.5527 1.064 -0.047 -0.849
C 3.6656 0.5994 4.8096 -0.388 0.329 0.991
C 4.6878 0.7329 3.8762 0.149 -0.252 0.394
C 4.5135 0.1474 2.6360 -0.292 -0.259 -1.369
C 4.2080 -0.2903 -0.3718 0.133 0.297 -0.542
C 4.7058 1.0149 -0.4797 0.809 -0.371 -0.663
C 5.7933 1.2812 -1.3192 0.232 -0.325 0.147
C 6.4397 0.2257 -1.9873 -0.130 0.466 -0.522
C 6.0102 -1.0684 -1.7839 0.610 -0.749 0.350
C 4.9085 -1.3267 -0.9885 -0.864 -0.579 -0.132
C 1.0550 -0.5713 -2.9765 -0.843 1.602 -0.652
C 2.1084 -1.1449 -3.7000 0.237 0.176 0.016
C 2.7855 -0.4276 -4.7102 -0.618 0.304 -0.108
C 2.3178 0.8453 -5.1256 0.398 -1.112 1.036
C 1.2372 1.4159 -4.4754 -0.539 -0.534 0.771
C 0.6012 0.7489 -3.4031 1.720 -1.351 0.153
P -0.5273 1.6551 -2.3730 -0.859 0.770 0.025
C -2.0678 1.7446 -3.3065 -1.152 0.239 -0.082
C -3.1714 2.3882 -2.6903 0.833 -0.083 0.919
C -4.4157 2.4099 -3.2760 -0.562 -0.222 -0.300
C -4.5859 1.8403 -4.5448 0.669 0.117 -0.063
C -3.4736 1.3753 -5.2425 0.458 -0.679 -0.260
C -2.2220 1.2897 -4.6170 0.289 0.034 0.052
C -0.0610 3.4330 -2.4155 0.804 0.117 -0.347
C -0.9514 4.4753 -2.7136 0.195 -0.149 0.314
C -0.5555 5.7817 -2.4184 -0.555 -0.013 -0.457
C 0.7445 6.0929 -2.0278 -0.829 -0.374 0.244
C 1.6797 5.0879 -1.9342 0.556 -1.154 -0.112
C 1.2709 3.7563 -2.1137 -0.034 0.361 0.223
C -1.8289 -1.7443 -1.3099 -0.234 0.658 0.687
C -2.5011 -1.6981 -2.5344 -0.230 0.272 -0.213
C -3.8967 -1.7124 -2.5852 -0.075 -0.359 0.925
C -4.6567 -1.9211 -1.4060 0.175 -0.266 -0.517
C -4.0105 -1.9962 -0.1770 0.736 0.316 -0.788
C -2.6118 -1.8142 -0.1171 0.024 -0.173 -0.383
P -1.8819 -1.7062 1.5437 -0.351 0.112 0.109
C -3.1917 -0.9794 2.6005 -0.926 -0.886 0.274
C -3.8693 0.1765 2.2282 0.298 0.701 -0.380
C -4.7009 0.8181 3.1323 0.028 0.924 0.271
C -4.9001 0.3246 4.4378 -0.230 0.952 -1.010
C -4.3956 -0.9143 4.7344 0.226 -0.717 -0.253
C -3.6156 -1.5978 3.7953 0.490 -0.994 0.088
C -1.8242 -3.3913 2.1416 0.566 -1.815 0.149
C -1.1914 -3.6432 3.3735 0.166 0.112 0.044
C -1.0263 -4.9262 3.8816 -0.282 -0.342 -0.603
C -1.4927 -6.0104 3.1090 0.748 -0.019 1.321
C -2.1639 -5.7887 1.9257 -0.763 -0.806 -0.537
C -2.3359 -4.5118 1.4330 -0.084 1.678 -0.467
H 0.2917 -4.6484 -1.0181 0.302 0.344 0.098
H 1.6350 -6.1305 0.3582 0.076 0.631 -0.120
H 3.3859 -5.1985 1.8776 0.129 -0.373 -0.068
H 3.9779 -2.8271 1.7645 -0.522 -0.187 -0.177
H 1.4847 -1.3826 3.0331 0.795 0.936 0.418
H 1.7694 -0.2467 5.3115 -0.294 -0.298 0.322
H 3.7677 1.0457 5.8097 0.011 -0.113 -0.573
H 5.6140 1.2751 4.1453 -0.603 -0.583 -0.271
H 5.3625 0.0704 1.9395 -0.573 0.565 0.173
H 4.3273 1.7971 0.1477 -0.437 0.438 0.004
H 6.1869 2.2948 -1.3974 -0.183 -0.243 -0.043
H 7.2316 0.3691 -2.7358 -0.196 0.312 0.696
H 6.5969 -1.9298 -2.1417 -0.458 0.602 -0.192
H 4.5576 -2.3670 -0.9291 0.141 0.560 0.155
H 2.4220 -2.1625 -3.4474 0.042 0.362 -0.167
H 3.6572 -0.8859 -5.1975 -0.472 0.272 0.242
H 2.8528 1.4330 -5.8447 0.148 -0.054 -0.462
H 0.8738 2.4075 -4.7373 0.195 -0.129 -0.057
H -2.9939 2.9303 -1.7326 -0.349 -0.714 -0.582
H -5.2833 2.8366 -2.7592 0.474 -0.082 -0.202
H -5.5618 1.8030 -4.9904 -0.247 0.076 -0.179
H -3.4960 0.9734 -6.2721 -0.480 0.420 0.674
H -1.3572 0.8973 -5.1820 -0.625 0.102 0.427
H -1.9288 4.2604 -3.1658 0.516 0.338 0.494
H -1.3108 6.5627 -2.5293 0.391 -0.079 -0.026
H 0.9658 7.0901 -1.7276 0.312 0.645 -0.123
H 2.7412 5.2772 -1.7311 -0.555 0.090 0.010
H 2.0130 2.9609 -2.0535 -0.060 0.071 0.157
H -1.8940 -1.6358 -3.4495 -0.586 -0.036 0.262
H -4.3923 -1.6150 -3.5348 -0.125 -0.045 -0.192
H -5.7446 -2.0987 -1.4442 0.670 0.323 -0.148
H -4.5485 -2.1868 0.7434 -0.119 0.130 -0.099
H -3.7833 0.5952 1.2028 0.169 -0.176 0.728
H -5.0910 1.7990 2.8166 -0.150 -0.659 0.342
H -5.4928 0.8983 5.1509 0.174 -0.220 -0.189
H -4.6183 -1.3910 5.6788 -0.055 -0.048 -0.005
H -3.4008 -2.6874 3.9810 0.175 1.497 -0.038
H -0.8283 -2.8205 3.9801 0.040 0.134 -0.106
H -0.5502 -5.0759 4.8616 -0.225 0.014 -0.626
H -1.2967 -7.0212 3.4928 -0.347 0.421 -0.328
H -2.6474 -6.6221 1.3809 0.598 0.488 0.362
H -2.8822 -4.3412 0.4813 0.485 -0.269 0.746
C -1.7480 3.7676 3.2904 -0.374 0.139 0.120
C -0.7352 3.9450 2.1567 -0.504 -1.347 1.034
C 0.6193 4.2427 2.7297 1.642 0.474 -0.697
O -0.6633 2.6394 1.4915 0.499 -0.687 -0.935
H -1.8590 4.7772 3.7361 -0.242 -0.720 0.125
H -1.4357 3.0102 4.0686 -0.023 0.929 -0.847
H -2.7182 3.4159 2.8862 0.413 0.376 0.229
H -1.0600 4.7412 1.4689 0.042 -0.556 -0.087
H 0.9748 3.3955 3.3415 -0.197 0.368 -0.108
H 0.6784 5.1775 3.3217 -0.343 -0.561 -0.221
H 1.3519 4.3885 1.8912 -0.483 -0.195 0.655

# 3
71
Properties=species:S:1:pos:R:3:forces:R:3 method="wB97M-V/def2-TZVPD" gap_ev="6.17 / 6.18" charge=-1 e_homo_ev="-4.4 / -4.5" energy_ev=-133889.6184 multiplicity=2
Ce -0.5143 -0.0772 0.3409 -0.969 -2.444 -2.681
C 3.3497 -0.7030 -2.1619 -0.088 -0.001 -0.036
C 2.6877 0.5218 -2.8059 0.048 -0.037 0.127
C 1.7041 1.2835 -1.9017 -0.069 -0.083 -0.188
N 0.3787 0.6663 -1.8333 0.243 0.028 -0.498
C -0.3646 0.6157 -2.9144 0.038 -0.085 -0.041
C -0.0818 1.3537 -4.0954 -0.144 0.070 -0.031
C -0.5419 1.2221 -5.3920 0.047 -0.066 0.056
C -1.3361 0.2354 -5.9597 0.004 0.012 -0.025
C -1.9710 -0.7801 -5.2549 -0.036 0.076 0.027
C -2.1172 -0.9569 -3.8943 0.017 -0.011 0.015
C -1.6120 -0.2121 -2.7870 -0.001 0.217 -0.120
N -2.1111 -0.2808 -1.5820 -0.124 -0.151 -0.246
C -3.3303 -1.0454 -1.3579 0.018 0.087 0.086
C -3.7714 -0.9654 0.1138 0.251 -0.270 -0.113
C -3.1949 -2.1193 0.9469 -0.009 0.137 -0.041
N -1.7512 -2.0914 0.8743 -0.130 -0.597 0.034
C -1.0124 -3.0495 1.3679 0.003 -0.008 0.130
C -1.5288 -4.2598 1.8975 0.045 -0.055 0.026
C -0.9390 -5.2210 2.6988 -0.023 0.088 0.026
C 0.3044 -5.2333 3.3135 0.043 -0.006 0.015
C 1.3070 -4.2855 3.1266 -0.043 -0.049 -0.095
C 1.3990 -3.2681 2.2008 -0.078 0.024 0.100
C 0.4675 -2.8238 1.2182 0.003 -0.377 -0.266
N 0.8022 -2.1215 0.1579 0.333 -0.508 0.317
C 2.2107 -1.9498 -0.1821 -0.207 0.003 -0.189
C 2.3763 -1.8125 -1.7113 0.073 0.080 0.080
H 3.9524 -0.3754 -1.3074 0.008 -0.005 -0.013
H 4.0528 -1.1100 -2.8933 0.040 -0.002 0.030
H 2.1700 0.2133 -3.7170 0.024 0.020 -0.017
H 3.4774 1.2171 -3.1090 -0.003 -0.013 -0.024
H 1.6365 2.3268 -2.2377 -0.009 0.038 0.047
H 2.1103 1.3103 -0.8882 -0.038 0.079 0.025
H 0.6229 2.1628 -3.9474 0.029 -0.011 -0.007
H -0.1607 1.9699 -6.0816 0.017 -0.003 0.001
H -1.4610 0.2535 -7.0352 -0.006 -0.008 -0.001
H -2.4857 -1.5189 -5.8628 -0.014 -0.001 0.010
H -2.7356 -1.7990 -3.6116 -0.022 0.004 0.008
H -3.1732 -2.1037 -1.6082 -0.049 -0.005 -0.037
H -4.1252 -0.6732 -2.0160 0.000 -0.002 -0.021
H -4.8605 -0.9978 0.1798 -0.001 0.038 0.016
H -3.4465 -0.0049 0.5286 -0.161 0.010 0.036
H -3.6031 -3.0608 0.5544 -0.014 -0.005 -0.012
H -3.5286 -2.0271 1.9882 -0.006 -0.073 0.015
H -2.5667 -4.4451 1.6502 -0.009 -0.001 0.001
H -1.5835 -6.0622 2.9384 -0.017 0.011 0.013
H 0.5036 -6.0351 4.0139 -0.003 0.005 0.005
H 2.1759 -4.3928 3.7693 0.016 0.000 -0.017
H 2.3145 -2.6910 2.2328 0.018 -0.022 -0.023
H 2.7903 -2.8111 0.1642 0.093 0.073 0.104
H 2.6087 -1.0548 0.3149 0.038 -0.033 0.059
H 1.3908 -1.6282 -2.1380 -0.006 -0.041 -0.024
H 2.7129 -2.7741 -2.1038 -0.039 -0.004 -0.033
Cl 2.7399 3.4245 2.4080 0.213 0.272 -0.100
C 1.6738 4.1591 1.2638 -0.301 -0.093 -0.181
C 0.4154 3.5776 1.0150 0.528 -0.007 -0.171
C -0.2755 4.0052 -0.1218 0.127 -0.068 0.195
Cl -1.6234 3.1720 -0.8108 -0.056 0.213 0.126
C 0.1811 5.1226 -0.8420 -0.073 -0.038 -0.007
Cl -0.7152 5.7058 -2.1937 0.025 0.016 -0.003
C 1.3603 5.7600 -0.4921 -0.008 0.074 -0.072
Cl 1.8988 7.1403 -1.3697 0.005 -0.004 0.013
C 2.1357 5.2496 0.5424 0.092 -0.053 0.112
Cl 3.6661 5.9523 0.9057 -0.022 0.021 -0.028
F 1.1082 1.3160 3.9520 0.677 -0.137 0.063
Te 0.1595 1.9167 2.4697 -1.960 0.632 2.891
F -1.6165 1.5598 1.3346 0.038 1.437 0.389
F 0.2525 3.5308 3.5637 0.615 0.461 -0.443
F -1.3416 1.9615 3.6008 -0.421 -0.128 0.058
F -0.5183 -0.0932 2.7112 0.392 0.339 0.090
O 1.2191 1.0032 1.2812 0.995 0.937 0.463

# 4
27
Properties=species:S:1:pos:R:3:forces:R:3 method="wB97M-V/def2-TZVPD" gap_ev=8.70 smiles=Cc1c[nH]c2ccccc12.CC charge=0 e_homo_ev=-7.8 energy_ev=-13140.7696
C 1.8585 2.5264 0.3514 0.078 -0.230 0.002
C 1.4707 1.1311 0.7341 -0.055 -0.020 0.027
C 2.2637 0.0240 0.7678 -0.085 0.498 -0.094
N 1.5373 -1.0719 1.1798 0.323 -0.289 -0.051
C 0.2405 -0.6851 1.4097 -0.002 0.044 0.019
C -0.8631 -1.4322 1.8186 0.035 0.084 -0.079
C -2.0621 -0.7627 1.9570 0.022 -0.188 0.030
C -2.1666 0.6108 1.6972 0.092 0.134 -0.035
C -1.0697 1.3449 1.2952 -0.019 -0.003 -0.015
C 0.1611 0.6985 1.1436 0.024 -0.159 0.064
H 1.0041 3.0431 -0.0873 0.089 0.071 -0.028
H 2.6707 2.5120 -0.3757 -0.044 0.051 -0.066
H 2.2108 3.1026 1.2074 -0.109 0.063 0.071
H 3.3130 -0.0185 0.5243 0.010 -0.282 0.024
H 1.9019 -2.0106 1.2299 -0.186 0.217 0.036
H -0.7801 -2.4962 2.0038 -0.042 0.016 0.038
H -2.9355 -1.3165 2.2738 -0.054 0.023 -0.003
H -3.1182 1.1086 1.8141 -0.088 -0.026 0.022
H -1.1652 2.4058 1.0957 0.013 -0.015 0.009
C -0.5152 -0.5235 -2.2341 -0.195 -0.260 -0.279
C -0.5933 -1.6420 -3.2790 -0.184 0.146 0.067
H -1.3242 0.2025 -2.3607 0.149 -0.040 -0.005
H -0.6124 -0.9529 -1.2379 0.033 0.130 0.100
H 0.4374 -0.0016 -2.3002 0.044 0.085 0.114
H -1.5950 -2.0812 -3.2971 0.122 -0.064 0.053
H 0.1236 -2.4300 -3.0391 -0.045 -0.007 -0.121
H -0.3926 -1.2855 -4.2924 0.074 0.018 0.098

# 5
7
Properties=species:S:1:pos:R:3:forces:R:3 method="wB97M-V/def2-TZVPD" gap_ev="10.46 / 7.77" charge=+1 e_homo_ev="-14.6 / -16.0" energy_ev=-12054.8229 multiplicity=2
F 3.2211 -1.0689 -0.1040 -0.280 0.379 -0.060
C 2.3703 -0.1400 -0.0257 0.333 -0.479 -0.127
C 1.5443 0.7404 -0.0240 -0.742 0.074 0.691
H 0.9427 1.5751 0.3110 0.378 -0.197 -0.462
O -2.6104 0.0904 0.0396 -0.381 0.223 0.006
C -3.5048 0.7842 0.0483 -0.166 0.097 0.000
Hg -0.4643 -1.1619 0.0143 0.857 -0.097 -0.048